Record 1
Computed, not measured: a gas-phase ion, C21H38N (charge +1) at a distorted geometry, with ωB97M-V with the def2-TZVPD basis set.

The calculation puts the HOMO energy at -12.59 eV. As for the LUMO energy: -4.26 eV. As for the molar mass: 304.542 g mol⁻¹.

The geometry in ORCA input format:
```
! RIJCOSX wB97M-V def2-TZVPD def2/J DEFGRID3
* xyz 1 1
C -2.991 2.550 1.029
C -1.815 3.344 0.472
C -0.650 3.407 1.457
C 0.534 4.188 0.891
C 1.713 4.291 1.861
C 2.481 2.982 2.058
C 3.362 2.624 0.862
C 3.909 1.196 0.939
C 2.864 0.140 0.572
C 2.648 0.031 -0.939
C 1.324 -0.647 -1.298
C 0.141 0.312 -1.153
C -1.215 -0.336 -1.441
C -1.670 -1.257 -0.309
C -2.985 -1.978 -0.599
H -3.733 -1.248 -0.911
H -3.347 -2.457 0.314
C -2.884 -3.036 -1.710
N -1.970 -4.092 -1.321
C -0.670 -3.990 -1.620
C 0.240 -4.931 -1.183
C -0.204 -6.003 -0.421
C -1.559 -6.092 -0.123
C -2.417 -5.116 -0.585
H -3.475 -5.146 -0.371
H -1.948 -6.910 0.463
H 0.486 -6.752 -0.068
H 1.282 -4.822 -1.439
H -0.362 -3.148 -2.222
H -2.527 -2.575 -2.631
H -3.870 -3.467 -1.893
H -1.814 -0.649 0.586
H -0.889 -1.984 -0.071
H -1.963 0.449 -1.566
H -1.150 -0.876 -2.389
H 0.287 1.137 -1.853
H 0.127 0.733 -0.149
H 1.368 -0.996 -2.333
H 1.193 -1.520 -0.651
H 3.476 -0.534 -1.373
H 2.664 1.024 -1.389
H 3.180 -0.833 0.956
H 1.922 0.390 1.062
H 4.762 1.094 0.265
H 4.267 1.013 1.954
H 4.197 3.326 0.822
H 2.796 2.744 -0.063
H 3.116 3.075 2.942
H 1.773 2.176 2.257
H 1.336 4.631 2.828
H 2.408 5.049 1.495
H 0.196 5.197 0.647
H 0.860 3.722 -0.042
H -0.986 3.882 2.381
H -0.341 2.389 1.708
H -2.144 4.358 0.240
H -1.474 2.888 -0.461
H -3.368 3.018 1.935
H -3.802 2.503 0.306
H -2.688 1.534 1.276
*
```

In elementary charge units, the Löwdin charges are: -0.111, -0.270, -0.230, -0.213, -0.206, -0.211, -0.208, -0.205, -0.211, -0.205, -0.217, -0.206, -0.199, -0.201, -0.151, 0.128, 0.119, -0.111, -0.046, -0.005, 0.012, 0.006, 0.008, 0.009, 0.153, 0.128, 0.129, 0.130, 0.139, 0.132, 0.139, 0.113, 0.096, 0.114, 0.100, 0.122, 0.099, 0.112, 0.097, 0.115, 0.107, 0.113, 0.092, 0.112, 0.112, 0.117, 0.093, 0.116, 0.092, 0.111, 0.112, 0.116, 0.100, 0.121, 0.095, 0.113, 0.091, 0.075, 0.068, 0.051



Record 2
Computed, not measured: a molecular structure, C21H38N2O5S, with ωB97M-V with the def2-TZVPD basis set.

The calculation puts the HOMO energy at -8.44 eV. As for the LUMO energy: 0.08 eV. As for the molar mass: 430.611 g mol⁻¹.

The geometry in ORCA input format:
```
! RIJCOSX wB97M-V def2-TZVPD def2/J DEFGRID3
* xyz 0 1
C 3.546 -0.626 0.112
C 3.551 0.904 0.148
O 2.487 1.467 -0.639
C 1.351 1.618 0.129
O 0.609 0.710 0.309
C 1.170 2.997 0.677
C -0.289 3.460 0.830
C -1.252 2.974 -0.257
C -2.173 1.827 0.076
C -2.788 1.166 -1.039
C -3.623 0.103 -0.877
C -3.902 -0.381 0.426
N -4.668 -1.412 0.784
S -4.619 -1.500 2.383
N -3.639 -0.259 2.707
C -3.315 0.277 1.529
C -2.447 1.382 1.334
H 4.539 -1.051 0.137
H 2.950 -0.991 0.942
H 3.010 -0.929 -0.778
H 3.456 1.240 1.179
H 4.494 1.281 -0.231
H 1.772 3.692 0.104
H 1.621 2.974 1.669
H -0.266 4.544 0.772
H -0.627 3.230 1.831
H -1.873 3.816 -0.560
H -0.692 2.702 -1.148
H -2.567 1.516 -2.036
H -4.075 -0.389 -1.726
H -2.020 1.829 2.217
C 7.581 -3.145 -2.215
C 6.277 -3.406 -1.476
C 5.978 -4.894 -1.375
O 5.199 -2.725 -2.116
H 7.522 -3.527 -3.238
H 7.779 -2.075 -2.276
H 8.423 -3.628 -1.717
H 6.337 -2.980 -0.474
H 5.869 -5.329 -2.372
H 5.042 -5.060 -0.841
H 6.775 -5.425 -0.854
H 5.115 -3.078 -3.008
C -3.170 -2.374 7.821
C -3.218 -2.489 6.304
C -1.831 -2.378 5.688
O -4.081 -1.494 5.756
H -2.768 -1.401 8.115
H -4.172 -2.456 8.242
H -2.542 -3.151 8.258
H -3.662 -3.446 6.028
H -1.389 -1.405 5.918
H -1.887 -2.463 4.603
H -1.166 -3.156 6.066
H -3.712 -0.631 5.973
C -3.816 1.974 -5.458
C -2.675 2.925 -5.129
C -2.449 3.938 -6.241
O -1.476 2.190 -4.884
H -3.588 1.406 -6.365
H -3.961 1.256 -4.650
H -4.751 2.514 -5.616
H -2.898 3.450 -4.199
H -2.179 3.429 -7.170
H -1.630 4.610 -5.985
H -3.345 4.534 -6.423
H -1.255 1.715 -5.693
*
```

In elementary charge units, the Löwdin charges are: -0.057, -0.220, -0.040, -0.496, 0.177, -0.087, -0.160, -0.144, -0.211, -0.019, -0.007, -0.375, -0.241, 1.001, -0.219, -0.362, 0.028, 0.059, 0.072, 0.081, 0.115, 0.116, 0.122, 0.128, 0.108, 0.094, 0.120, 0.120, 0.103, 0.109, 0.110, -0.064, -0.505, -0.063, -0.059, 0.080, 0.078, 0.079, 0.131, 0.081, 0.080, 0.079, 0.087, -0.065, -0.504, -0.062, -0.085, 0.080, 0.078, 0.078, 0.137, 0.082, 0.072, 0.078, 0.085, -0.060, -0.508, -0.065, -0.059, 0.082, 0.071, 0.081, 0.132, 0.081, 0.079, 0.079, 0.085